The following is a quantum chemistry calculation of a 5-piece molecular cluster, C16H29B2ClNO13 overall, from the Open Molecules 2025 dataset.

Last column: Löwdin charge in e.
Cartesian coordinates (Å):
N: -0.61725 -0.38172 3.19355  0.123
B: -1.07388 -1.15288 2.03757  -0.648
O: -1.76820 -2.32243 2.43704  0.038
B: -0.82166 -0.61597 0.41307  -0.724
Cl: 1.13893 -0.59356 0.04505  0.206
H: -0.12786 0.44188 2.86688  0.049
H: -1.36243 -0.08738 3.80877  0.054
H: -2.70832 -2.24044 2.53269  0.059
H: -1.35105 -1.28884 -0.44506  -0.014
H: -1.16440 0.55711 0.34565  -0.010
C: -0.62716 1.77153 -5.61212  -0.035
C: -1.05185 1.69001 -4.17236  -0.323
C: -0.81332 0.36627 -3.46755  -0.078
O: -1.87215 0.34250 -2.51245  0.048
C: -2.88506 1.08712 -2.96062  -0.570
O: -3.97903 1.15113 -2.49990  0.149
O: -2.48965 1.79879 -4.05987  0.062
H: -0.97608 2.70648 -6.05040  0.084
H: 0.45836 1.73057 -5.68957  0.085
H: -1.04177 0.94170 -6.18166  0.075
H: -0.62095 2.50188 -3.57817  0.157
H: 0.12932 0.27738 -2.93492  0.129
H: -0.93746 -0.47251 -4.15876  0.139
C: -1.79785 0.01788 -11.43033  -0.024
C: -0.43191 0.13304 -10.81318  -0.329
C: 0.45604 -1.09941 -10.88661  -0.094
O: 1.25435 -0.97199 -9.70696  0.063
C: 0.55759 -0.24348 -8.79888  -0.556
O: 0.85455 -0.10801 -7.66210  0.175
O: -0.53324 0.30316 -9.38639  0.081
H: -2.39303 0.89833 -11.19717  0.089
H: -1.70617 -0.06090 -12.51410  0.089
H: -2.31531 -0.86276 -11.05079  0.091
H: 0.10784 1.00115 -11.20401  0.157
H: 1.10504 -1.14220 -11.75591  0.135
H: -0.13836 -2.01414 -10.81344  0.137
C: 2.04688 -2.57249 3.66476  -0.018
C: 2.74133 -2.12347 4.91309  -0.302
C: 2.31324 -0.75173 5.39657  -0.081
O: 3.49964 -0.26693 6.05650  0.052
C: 4.56519 -0.90017 5.51448  -0.588
O: 5.69863 -0.60358 5.73265  0.138
O: 4.16576 -1.89684 4.71034  0.087
H: 2.47596 -3.48840 3.26090  0.088
H: 0.99241 -2.72742 3.89139  0.090
H: 2.11475 -1.80412 2.89376  0.076
H: 2.65916 -2.85297 5.72382  0.157
H: 1.48205 -0.76317 6.09035  0.112
H: 2.08515 -0.10559 4.54718  0.133
C: -0.43676 2.58592 9.67478  -0.025
C: 0.02305 1.56716 8.66966  -0.324
C: -0.90160 1.30984 7.49155  -0.086
O: -0.61907 -0.05588 7.17757  0.044
C: -0.16556 -0.66733 8.29668  -0.576
O: 0.00933 -1.83357 8.41095  0.170
O: 0.06898 0.25217 9.26385  0.080
H: 0.22348 2.58883 10.53981  0.087
H: -0.41889 3.57834 9.22350  0.090
H: -1.45056 2.36408 10.00797  0.088
H: 1.03066 1.79222 8.30823  0.160
H: -0.70897 1.92117 6.61519  0.140
H: -1.95089 1.39459 7.78756  0.137

Force components x, y, z for each atom (eV/Å):
N 0.2369 0.4548 -0.6032
B 0.1225 0.0308 -0.0190
O 0.2001 -0.1379 0.0455
B 0.0578 -0.1621 0.3561
Cl -0.0725 0.0321 0.0162
H -0.0264 0.1772 0.0644
H 0.0351 -0.3173 0.4311
H -0.5268 -0.0081 -0.1225
H 0.1495 -0.0020 0.0702
H -0.0015 -0.0722 -0.0678
C -0.1381 0.0295 0.0618
C -0.0765 -0.0483 0.2048
C 0.0876 0.0159 -0.0345
O -0.3280 -0.1980 0.0731
C 0.3065 0.2461 -0.3949
O -0.1870 -0.0677 0.1050
O 0.0660 0.0724 0.0298
H 0.0301 0.0235 -0.0202
H 0.0016 -0.0319 -0.0079
H 0.0228 0.0030 -0.0107
H 0.0100 0.0375 -0.0524
H 0.0098 0.0411 0.0557
H 0.0241 -0.0254 0.0223
C 0.0078 -0.0563 0.0336
C 0.1987 -0.0119 0.0859
C -0.1297 0.0175 0.0742
O 0.0289 -0.0798 -0.0261
C -0.1079 -0.0346 -0.2092
O 0.1496 -0.0362 0.1113
O -0.0506 0.0976 -0.0492
H -0.0083 0.0235 -0.0115
H -0.0206 -0.0165 -0.0131
H -0.0201 -0.0088 -0.0009
H -0.0498 0.0264 -0.0167
H 0.0337 0.0463 -0.0062
H 0.0268 -0.0246 -0.0433
C 0.1355 0.0286 -0.2406
C 0.0455 0.1836 0.1614
C 0.0988 -0.0224 -0.1336
O -0.0976 0.0435 -0.0002
C -0.1402 0.0223 0.0110
O 0.1433 0.0233 0.0175
O -0.0669 -0.1609 -0.0333
H -0.0057 -0.0776 0.1335
H -0.0369 -0.0204 -0.0934
H -0.0748 -0.0050 -0.0355
H -0.0194 -0.0490 -0.0378
H -0.0013 -0.0291 0.0549
H -0.0451 0.0403 0.0391
C -0.0485 -0.0377 -0.0105
C 0.0453 -0.1403 -0.1415
C -0.0036 0.0072 0.0692
O -0.1123 -0.0702 0.0096
C 0.0052 0.2507 0.0197
O 0.0074 -0.1781 0.0146
O 0.0587 0.0659 0.0438
H 0.0215 0.0152 0.0087
H -0.0206 0.0186 0.0098
H -0.0137 0.0080 0.0145
H 0.0138 0.0234 0.0402
H 0.0605 0.0016 -0.0153
H -0.0108 0.0230 -0.0376

## Properties
HOMO: -4.3 eV
Net charge: -1

***

The following is a quantum chemistry calculation of a 2-piece molecular cluster, C5H13NO3Si overall at a distorted geometry, from the Open Molecules 2025 dataset.

Last column: Löwdin charge in e.
Cartesian coordinates (Å):
C: -0.70407 2.22611 -3.14749  -0.513
C: -1.12774 -0.19426 2.86496  -0.147
C: 1.75212 -0.75014 1.62500  -0.179
C: -0.65471 -1.21629 -0.11841  -0.162
C: 0.54620 1.29851 -2.91082  -0.126
N: 0.90694 1.15213 -1.72382  0.116
O: -0.19037 3.41724 -3.50467  0.088
O: -1.83571 1.98058 -2.90008  0.135
O: -0.40526 -2.86909 2.21741  -0.192
Si: -0.03733 -1.31520 1.69033  0.458
H: -0.47246 0.12733 3.64589  0.003
H: -1.53486 0.75091 2.48667  0.031
H: -1.93833 -0.80799 3.21339  0.014
H: 1.77705 0.22455 1.32852  -0.016
H: 2.21516 -0.84401 2.63360  0.040
H: 2.42570 -1.46322 1.08596  0.049
H: -0.76153 -2.10261 -0.73298  0.023
H: -1.62562 -0.75502 -0.17072  0.022
H: 0.94557 0.78582 -3.77731  0.110
H: 1.48890 0.43351 -1.32326  0.048
H: 0.03287 -0.64503 -0.77226  -0.018
H: -0.88094 4.12386 -3.41298  0.147
H: 0.07842 -3.55771 1.70307  0.066

Force components x, y, z for each atom (eV/Å):
C 2.5404 0.0907 0.7912
C 1.0326 -0.2757 -1.5026
C 0.6407 -4.2075 2.2032
C 0.9167 0.2597 -0.3714
C -0.8939 -0.4930 0.0817
N -1.3779 0.8930 0.8413
O -1.0491 1.1135 -0.0349
O -0.5391 -0.2054 -0.1860
O 1.2782 -0.3248 -0.4752
Si -1.7211 0.5719 -0.8044
H 0.2755 -0.0901 1.0110
H 0.0828 -0.3877 -0.4851
H -0.2994 -0.2210 0.4257
H 0.3747 2.6522 -1.1101
H -0.4503 0.4748 -0.2871
H -0.7087 0.8397 -0.3253
H -0.0176 -0.8281 0.4631
H -0.4035 0.4747 0.0123
H 0.0932 -0.2704 -0.3241
H 0.9156 -0.0199 -1.0401
H -0.5693 0.0776 0.7292
H 0.5531 -0.8264 -0.2745
H -0.6738 0.7023 0.6622

## Properties
HOMO: -9.8 eV
Structure (SMILES): [H]/N=C/C(=O)O.C[Si](C)(C)O
Energy relative to the best compared isomer or geometry (same formula, charge and spin): 1.8890 eV
Net charge: 0

***

The following is a quantum chemistry calculation of the molecule C5H12N2 at a distorted geometry, from the Open Molecules 2025 dataset.

Last column: Löwdin charge in e.
Cartesian coordinates (Å):
C: 1.61930 1.26034 -1.04229  -0.065
C: 0.13934 1.22723 -0.65933  -0.482
C: -0.11460 0.60805 0.69793  -0.215
C: 0.14040 -0.86988 0.84252  -0.124
C: -0.77555 -1.75794 0.49300  -0.216
N: -0.62807 -3.14793 0.69188  0.021
N: -0.54508 2.51250 -0.68529  0.015
H: 1.74445 2.04903 -1.77580  0.065
H: 1.94099 0.26260 -1.37343  0.075
H: 2.27562 1.40164 -0.17460  0.074
H: -0.39216 0.60072 -1.38273  0.131
H: 0.49546 1.09093 1.46269  0.108
H: -1.15125 0.86926 0.95274  0.113
H: 1.10495 -1.11010 1.26591  0.103
H: -1.68256 -1.42464 0.01584  0.113
H: -1.42994 -3.71226 0.44121  0.070
H: 0.22201 -3.51813 0.29435  0.075
H: -0.45101 3.00878 -1.56842  0.067
H: -0.26743 3.18839 0.01652  0.071

Force components x, y, z for each atom (eV/Å):
C -0.0023 -0.7361 0.5981
C 0.0127 0.0697 0.0091
C -0.3797 -0.0593 0.5410
C -0.0962 0.9543 -0.2996
C 0.4848 -0.8039 0.2289
N -0.1909 0.0057 -0.2464
N -0.2921 0.7889 -0.4302
H 0.4979 -0.1807 -0.2622
H -0.1537 0.3480 -0.5270
H -0.2291 0.6141 -0.0187
H 0.0545 0.0356 -0.0955
H 0.1189 0.3511 -0.0476
H 0.1156 -0.3148 -0.0321
H -0.0194 -0.5344 0.1044
H -0.4189 0.0836 0.1720
H 0.2316 0.2118 -0.1124
H -0.0332 -0.1166 0.1208
H 0.0396 -0.3521 0.0322
H 0.2600 -0.3650 0.2651

## Properties
HOMO: -8.2 eV
Structure (SMILES): C[C@H](N)C/C=C/N
Energy relative to the best compared isomer or geometry (same formula, charge and spin): 1.0514 eV
Net charge: 0

***

The following is a quantum chemistry calculation of a 2-piece molecular cluster, C9H14 overall at a distorted geometry, from the Open Molecules 2025 dataset.

Last column: Löwdin charge in e.
Cartesian coordinates (Å):
C: 0.23135 -1.93748 -1.21001  -0.066
C: -0.71356 -1.47572 2.41799  -0.108
C: 0.04333 -1.59133 1.25128  -0.056
C: -2.06216 -1.36336 2.39491  -0.098
C: -0.58167 -1.63475 0.01063  -0.274
C: -2.70135 -1.33977 1.13222  -0.088
C: -1.98874 -1.53600 -0.03232  -0.052
H: -0.09646 -1.52163 3.31282  0.104
H: 1.11932 -1.58005 1.33527  0.109
H: -2.78028 -1.34079 3.20342  0.100
H: -3.74521 -1.05222 1.12242  0.098
H: 0.99275 -2.72941 -1.12868  0.081
H: 0.87862 -1.12397 -1.54624  0.072
H: -2.44384 -1.68391 -1.00345  0.105
H: -0.34816 -2.35790 -2.02875  0.072
C: 2.37297 2.66209 -0.94123  -0.175
C: 1.11168 3.46288 -1.31556  -0.155
H: 3.26226 3.03385 -1.47045  0.057
H: 2.73702 2.69117 0.08367  0.056
H: 2.35876 1.62767 -1.28991  0.048
H: 1.37590 4.23901 -2.02454  0.057
H: 0.45642 2.73754 -1.79814  0.055
H: 0.52104 3.81406 -0.47534  0.058

Force components x, y, z for each atom (eV/Å):
C 0.9232 -0.6388 -0.7510
C 2.0463 -0.3398 0.5625
C -0.7659 0.5988 -0.2214
C -2.0095 0.0387 -1.5347
C -0.0066 -0.8023 0.4028
C 0.2820 0.4088 0.5512
C 1.0452 -0.1498 -0.1785
H -0.5720 0.1242 0.2768
H 0.1335 -0.2687 -0.0935
H 0.6694 0.2098 0.5873
H -0.1589 -0.5228 -0.2078
H -0.2964 -0.0166 0.9234
H -0.5540 0.4090 -0.1664
H -0.3275 0.3460 0.0573
H -0.4012 0.6212 -0.2123
C 1.3222 0.2103 -0.4627
C 0.1897 -1.3153 0.0243
H -0.2852 0.2714 -0.1275
H -0.6147 -0.0734 0.2973
H -0.4155 -0.0739 0.3596
H -0.3145 0.2787 0.1098
H -0.1924 0.2959 -0.3410
H 0.3028 0.3887 0.1448

## Properties
HOMO: -9.0 eV
Structure (SMILES): Cc1ccccc1.CC
Energy relative to the best compared isomer or geometry (same formula, charge and spin): 0.7972 eV
Net charge: 0

***

The following is a quantum chemistry calculation of C8H19AlBrNO10P2 as an isolated structure at a distorted geometry, from the Open Molecules 2025 dataset.

Last column: Löwdin charge in e.
Cartesian coordinates (Å):
O: 2.93238 -0.96230 4.01282  -0.475
P: 2.20302 0.12645 3.21985  0.768
C: 2.16056 -0.21193 1.37459  -0.328
O: 1.33000 0.73479 0.71879  -0.218
C: -0.05796 0.30201 0.68341  -0.191
C: -1.04959 1.33254 1.32130  -0.195
N: -1.68439 0.91810 2.59231  -0.116
P: -2.63142 -0.50789 2.45010  0.496
O: -3.40731 -0.55903 1.17052  -0.267
O: -3.72049 -0.46220 3.73309  -0.145
O: -1.76764 -1.92151 2.64598  -0.151
H: 2.75902 1.42749 3.41852  0.029
H: 0.86531 0.16246 3.70701  -0.003
H: 3.20162 -0.02096 1.01985  0.108
H: 1.94196 -1.27125 1.13318  0.110
H: -0.32298 0.23926 -0.40197  0.078
H: -0.13902 -0.72939 1.08423  0.109
H: -0.44508 2.23955 1.55844  0.129
H: -1.81029 1.59712 0.56597  0.110
H: -1.03514 0.89475 3.37237  0.053
H: -3.19667 -0.56560 4.53890  0.053
H: -1.23165 -1.92015 3.44933  0.063
O: -1.64560 0.59616 -1.78631  0.103
C: -0.98924 0.64078 -2.79248  -0.502
O: -1.32792 1.51012 -3.75915  0.014
C: -0.53314 1.80583 -4.91477  -0.209
C: -0.81028 0.84758 -6.06207  -0.117
C: 0.14604 -0.31664 -3.02430  0.006
H: 0.52609 1.85850 -4.65628  0.119
H: -0.82735 2.80983 -5.21914  0.129
H: -0.54433 -0.20404 -5.82522  -0.187
H: -0.24380 1.14266 -6.94849  0.094
H: -1.87406 0.85046 -6.30661  0.099
H: -0.24891 -1.23835 -3.45177  0.052
H: 0.61045 -0.54159 -2.06513  0.084
H: 0.93429 0.08019 -3.66255  0.071
C: 2.35044 -1.60549 6.92153  -0.926
O: 2.00347 -2.76022 6.70790  0.254
O: 1.57608 -0.63475 7.07117  0.285
O: 3.53168 -1.22084 7.05022  0.319
Al: 0.40495 -1.87812 -6.29602  0.596
Br: 2.06695 -2.58441 -8.34913  -0.301

Force components x, y, z for each atom (eV/Å):
O -0.9570 1.7626 -1.2094
P 1.4663 -2.9272 1.2866
C 0.7630 1.0836 0.0624
O -0.3394 -0.7871 0.5750
C -0.3974 0.1634 -1.2800
C 1.2228 0.0754 -0.0362
N -0.6258 -1.7717 -0.2312
P -2.8819 -0.1546 -1.2079
O 1.7644 0.1212 2.0312
O 2.4517 -0.1539 -1.3640
O -0.6100 1.8841 0.2008
H -0.5214 -0.2546 -0.3847
H 0.1359 0.5552 -0.5244
H -0.6045 -0.1533 0.3425
H -0.1336 0.4927 0.3997
H 0.2169 -0.0265 1.2782
H -0.1156 0.6591 0.0562
H -0.5024 -0.4982 -0.2724
H 0.1979 -0.2569 0.6290
H -0.0723 0.1884 -0.0840
H -0.3963 0.0260 0.3593
H 0.0901 -0.1628 0.0243
O -0.1732 0.2723 -0.5579
C -0.1254 -0.2780 0.0570
O -0.1903 0.4190 -0.1204
C 0.0935 -0.2662 -0.0513
C -0.1337 0.1009 0.1157
C 0.5272 0.2397 0.0630
H -0.0133 -0.1037 0.0124
H -0.0748 -0.0288 0.1342
H -0.4638 1.2418 0.2789
H -0.0115 0.0031 0.0100
H 0.0361 -0.0041 -0.0194
H -0.0092 -0.0023 0.0196
H -0.1519 -0.1221 -0.0313
H -0.0893 -0.0722 -0.1515
C -0.0823 -0.4269 -0.2773
O 0.0650 0.1843 0.0551
O 0.0568 0.1545 -0.0039
O 0.0046 0.1100 0.1079
Al 1.6689 -1.8665 -1.5880
Br -1.0847 0.5804 1.2962

## Properties
HOMO: -9.0 eV
Net charge: 0

***

The following is a quantum chemistry calculation of C3H3BrCl2 as an isolated structure at a distorted geometry, from the Open Molecules 2025 dataset.

Last column: Löwdin charge in e.
Cartesian coordinates (Å):
C: -0.33553 0.60534 -0.21157  -0.383
C: 0.75668 0.75555 0.85482  -0.577
C: -0.76932 -0.91309 -0.69914  -1.052
Cl: 2.35423 0.72177 0.30303  0.640
Cl: 0.51369 -1.80259 -1.58254  0.475
Br: -1.50205 -2.02431 0.61199  0.653
H: -1.42156 0.97198 0.00432  0.116
H: -0.09852 1.26556 -1.09355  0.098
H: 0.50237 0.41978 1.81264  0.030

Force components x, y, z for each atom (eV/Å):
C -2.2154 0.1980 -1.1303
C -1.9442 -0.4270 -2.5664
C 2.9124 1.2113 0.2877
Cl 0.0415 -0.0070 0.2541
Cl -0.8575 0.7645 0.2649
Br -0.4214 0.0916 0.2438
H 2.0975 -0.2808 0.6966
H 0.1145 -1.1990 0.5221
H 0.2726 -0.3516 1.4275

## Properties
HOMO (alpha / beta): -8.9 / -8.6 eV
Energy relative to the best compared isomer or geometry (same formula, charge and spin): 2.7609 eV
Net charge: 0